[1]
Density functional theory data (ωB97M-V with the def2-TZVPD basis set) for C5H6N2 as an isolated structure in a non-equilibrium geometry.

Last column: natural (NBO) charge in e.
Cartesian coordinates (Å):
C  -0.004  -0.348  0.606  -0.11
N  -1.401  -1.195  -1.150  -0.12
H  1.336  2.417  0.377  0.21
H  -0.122  -2.247  -0.128  0.23
C  -0.513  0.881  0.158  -0.17
H  1.118  1.536  -1.044  0.22
C  0.915  1.422  0.016  -0.49
N  -1.271  -0.154  -1.634  -0.01
C  1.344  0.102  0.494  -0.09
H  -1.583  -1.949  0.863  0.24
H  2.351  -0.364  0.561  0.21
C  -0.845  -1.501  0.201  -0.32
H  -1.325  1.400  0.680  0.20

As for the net charge: 0. As for the orbital gap (alpha / beta): 7.98 / 7.59 eV.

=====

[2]
Density functional theory data (ωB97M-V with the def2-TZVPD basis set) for one molecule with the formula C5H6N2.

Last column: natural (NBO) charge in e.
Cartesian coordinates (Å):
C  0.176  -0.753  -0.283  0.35
C  -1.682  -0.490  -1.193  -0.08
H  -2.522  -0.703  -1.839  0.21
N  -0.584  -1.333  -1.170  -0.46
H  0.810  0.816  2.039  0.20
C  -1.553  0.585  -0.340  -0.13
H  2.350  -0.384  -0.327  0.23
C  1.526  -0.576  0.364  -0.43
H  1.800  -1.349  1.084  0.22
H  1.323  1.671  0.552  0.20
H  -2.198  1.417  -0.108  0.22
C  0.900  0.744  0.950  -0.18
N  -0.347  0.353  0.273  -0.35

As for the net charge: 0. As for the structure (SMILES): c1cn2c(n1)CC2. As for the orbital gap: 9.49 eV.

=====

[3]
Density functional theory data (ωB97M-V with the def2-TZVPD basis set) for one molecule with the formula C5H6N2 in a non-equilibrium geometry.

Last column: natural (NBO) charge in e.
Cartesian coordinates (Å):
H  -2.120  -0.532  -1.149  0.20
C  0.138  0.977  0.769  -0.01
H  2.729  3.138  1.550  0.24
N  0.416  -0.262  0.300  -0.37
H  -0.719  -1.988  0.596  0.17
H  -0.781  -0.622  -2.117  0.22
H  -0.911  1.039  1.007  0.21
H  -1.718  -2.130  -1.581  0.23
C  -0.264  -1.381  -0.200  -0.16
C  2.145  2.245  1.385  0.08
C  -1.212  -1.207  -1.309  -0.65
N  1.091  1.796  0.993  -0.24
C  1.206  -1.071  -0.247  0.08

As for the net charge: 0. As for the orbital gap (alpha / beta): 7.51 / 7.51 eV.

=====

[4]
Density functional theory data (ωB97M-V with the def2-TZVPD basis set) for C5H6N2 as an isolated structure.

Last column: natural (NBO) charge in e.
Cartesian coordinates (Å):
H  -0.522  1.494  0.950  0.24
C  1.115  1.156  -0.520  0.11
C  0.379  -1.675  1.035  0.08
C  -0.732  -1.178  0.259  -0.16
H  2.033  1.741  -0.442  0.18
H  -1.073  -0.125  -1.598  0.21
H  -1.597  -1.811  0.059  0.19
N  -0.387  -0.962  1.725  -0.32
H  -0.819  2.181  -0.683  0.22
C  -0.311  1.392  -0.119  -0.49
C  -0.445  -0.044  -0.706  -0.10
N  1.012  -0.008  -1.049  -0.39
H  1.345  -2.161  1.090  0.22

As for the net charge: 0. As for the orbital gap: 10.99 eV.

=====

[5]
Density functional theory data (ωB97M-V with the def2-TZVPD basis set) for C5H6N2 as an isolated structure in a non-equilibrium geometry.

Last column: natural (NBO) charge in e.
Cartesian coordinates (Å):
C  -1.167  -1.397  -0.366  -0.08
C  0.575  1.542  0.149  -0.19
N  0.174  -1.655  0.079  -0.60
H  0.814  -1.785  -0.699  0.40
H  0.659  2.434  0.767  0.19
H  0.347  1.782  -0.899  0.20
H  -2.499  0.328  -0.237  0.22
N  -0.480  0.510  0.594  -0.41
C  -1.525  -0.127  -0.119  -0.08
C  0.575  -0.394  0.514  0.35
H  -1.781  -2.211  -0.729  0.22
C  1.606  0.456  0.324  -0.45
H  2.656  0.411  0.550  0.23

As for the net charge: 0. As for the orbital gap: 8.52 eV.

=====

[6]
Density functional theory data (ωB97M-V with the def2-TZVPD basis set) for C5H6N2 as an isolated structure in a non-equilibrium geometry.

Last column: natural (NBO) charge in e.
Cartesian coordinates (Å):
C  0.068  -2.069  0.353  -0.42
N  -3.215  -0.365  0.191  -0.25
C  -2.159  0.025  0.003  0.20
H  1.703  1.067  -0.560  0.18
H  1.742  2.142  0.894  0.23
H  0.565  -2.985  -0.050  0.21
C  1.086  1.855  0.019  -0.45
H  0.450  -1.178  -1.491  0.20
N  -0.271  1.529  0.306  -0.34
C  -0.017  -1.159  -0.545  -0.21
C  -0.863  0.482  -0.073  0.19
H  -0.205  -2.129  1.438  0.23
H  1.115  2.785  -0.485  0.22

As for the net charge: 0. As for the orbital gap: 9.55 eV.

=====

[7]
Density functional theory data (ωB97M-V with the def2-TZVPD basis set) for C5H6N2 as an isolated structure in a non-equilibrium geometry.

Last column: natural (NBO) charge in e.
Cartesian coordinates (Å):
H  -0.410  1.224  1.265  0.22
H  -0.058  -1.367  -1.624  0.23
N  2.490  -0.554  1.165  -0.41
H  -1.889  1.343  0.241  0.21
H  -2.109  -1.225  0.421  0.23
C  1.965  -0.046  0.252  0.20
H  1.820  1.284  -1.456  0.23
H  -0.530  -1.215  1.268  0.26
C  -0.349  -0.694  -0.828  0.20
C  1.289  0.605  -0.801  -0.34
C  -0.970  0.787  0.437  -0.21
C  -1.116  -0.770  0.454  -0.50
N  -0.132  0.629  -0.794  -0.34

As for the net charge: 0. As for the orbital gap (alpha / beta): 7.48 / 7.48 eV.

=====

[8]
Density functional theory data (ωB97M-V with the def2-TZVPD basis set) for a 2-piece molecular cluster, C5H6N2 overall in a non-equilibrium geometry.

Last column: natural (NBO) charge in e.
Cartesian coordinates (Å):
H  -2.210  0.042  1.341  0.24
H  1.491  -2.269  -0.212  0.20
H  0.009  2.299  0.054  0.21
C  -0.641  0.097  -0.259  0.18
N  1.605  1.169  -0.116  -0.39
C  1.193  -1.192  -0.010  0.00
C  -2.113  0.005  0.068  -0.65
C  2.202  -0.128  0.068  -0.06
H  3.438  -0.276  0.243  0.25
H  -2.250  -1.131  -0.245  0.27
C  0.254  1.315  -0.222  -0.02
N  -0.125  -1.119  -0.303  -0.44
H  -2.851  1.188  -0.407  0.21

As for the net charge: 0. As for the orbital gap: 9.35 eV.

=====

[9]
Density functional theory data (ωB97M-V with the def2-TZVPD basis set) for C5H6N2 as an isolated structure in a non-equilibrium geometry.

Last column: natural (NBO) charge in e.
Cartesian coordinates (Å):
N  0.084  0.314  -1.028  -0.42
C  -1.739  0.602  0.150  -0.25
C  -1.415  -0.706  0.400  -0.28
H  2.973  -0.284  1.431  0.27
H  -0.022  -1.835  -0.799  0.23
C  2.400  -0.157  0.412  -0.18
H  1.164  -0.662  0.503  0.23
H  -1.764  -1.256  1.228  0.23
C  -0.771  1.204  -0.724  0.03
N  2.592  0.335  -0.630  -0.16
C  -0.256  -0.868  -0.362  -0.11
H  -2.631  1.092  0.509  0.21
H  -0.614  2.221  -1.089  0.21

As for the net charge: 0. As for the orbital gap (alpha / beta): 7.79 / 7.02 eV.

=====

[10]
Density functional theory data (ωB97M-V with the def2-TZVPD basis set) for one molecule with the formula C5H6N2O in a non-equilibrium geometry.

Last column: natural (NBO) charge in e.
Cartesian coordinates (Å):
O  -1.577  -1.200  -1.397  -0.61
C  0.300  -0.274  0.493  -0.08
H  0.360  -1.176  -0.148  0.21
C  -1.374  0.009  -1.309  0.64
C  -0.605  0.620  -0.151  -0.35
H  -1.556  1.816  -1.967  0.39
N  3.658  -0.177  1.010  -0.30
N  -1.926  0.941  -2.097  -0.80
H  0.860  -1.671  2.098  0.28
C  1.264  -0.635  1.940  -0.52
H  -2.214  0.511  -2.997  0.42
H  -0.868  1.472  0.283  0.20
C  2.589  -0.325  1.406  0.26
H  1.088  0.088  2.835  0.26

As for the net charge: 0. As for the structure (SMILES): N#CC/C=C/C(N)=O. As for the orbital gap: 10.32 eV.